C7H34NO10 | wB97M-V/def2-TZVPD

Structure (XYZ):
```
52
Properties=species:S:1:pos:R:3:lowdin_charge:R:1
C -2.210 -0.540 -1.115 -0.307
H -1.357 0.877 -2.268 0.045
H 2.112 -0.646 0.859 0.081
H -2.429 -2.509 -0.597 0.059
O 0.570 3.993 0.799 -0.041
C 0.236 -0.255 -0.303 -0.129
H -1.715 -3.412 1.457 0.036
H 3.354 -0.563 -1.271 0.054
C -1.738 -0.203 1.223 0.041
H -1.340 -0.147 2.224 0.061
C -1.229 -0.334 -0.003 -0.263
O 1.168 -3.129 -1.275 -0.042
H 0.772 -3.884 -1.681 0.040
H -3.421 4.043 -0.407 0.055
O 1.147 -2.114 3.196 -0.051
H -1.089 2.905 3.008 0.058
H 1.092 1.887 0.077 0.084
H 3.531 -3.260 0.677 0.047
H -0.416 -2.849 1.827 0.008
H -1.530 2.081 1.791 0.010
H 0.688 -0.274 1.829 0.084
H -3.129 1.316 -2.108 0.078
C 1.187 -0.091 0.888 -0.089
H -2.720 -0.645 1.402 0.092
H 4.143 0.832 -1.131 0.066
C -2.391 0.532 -2.204 -0.016
O 0.480 -1.807 -4.113 -0.045
H 1.766 -1.832 3.875 0.066
H -3.536 -1.975 -1.997 0.074
H -0.286 3.894 0.388 -0.007
H 1.423 -2.649 -2.076 0.022
H -0.259 2.543 -2.252 0.030
N 1.588 1.413 0.829 0.184
H 0.688 4.936 0.954 0.074
H 0.525 -1.147 -0.878 0.096
H 0.368 3.883 -2.184 0.063
O 0.453 3.006 -1.790 -0.043
H 0.287 -2.148 3.631 0.048
O -2.733 3.812 0.222 -0.026
H -2.576 -0.046 -3.101 0.073
H 1.432 2.022 1.631 0.128
O -1.221 -3.169 2.249 -0.044
H 0.378 0.510 -1.073 0.096
H -0.246 -1.560 -4.685 0.041
H -1.915 4.194 -0.086 -0.001
H 2.567 1.367 0.564 0.123
O 3.295 0.386 -1.160 -0.021
O 3.033 -2.664 1.247 -0.063
H 1.071 -2.386 -4.596 0.042
H 2.149 -3.041 1.266 0.015
O -0.918 2.086 2.535 -0.057
C -2.793 -1.728 -1.254 0.071
```

Properties
Charge: +1

***

C17H31N3OS | wB97M-V/def2-TZVPD

Structure (XYZ):
```
53
Properties=species:S:1:pos:R:3:lowdin_charge:R:1
O 4.468 -1.337 1.707 -0.066
H 5.361 -1.014 1.553 0.086
H 4.154 0.897 -0.506 0.055
H 0.085 -2.172 1.777 0.128
H 2.468 1.586 -2.207 0.126
C -0.143 -1.446 -1.457 -0.166
H 3.808 2.356 0.422 0.082
C 1.664 -1.131 0.724 -0.295
C -4.536 -0.423 -0.675 -0.354
C 1.870 3.386 -1.206 -0.081
H 1.923 -1.900 -1.849 0.118
C 4.026 -2.039 0.562 -0.274
H 1.390 -0.349 -2.506 0.119
C 2.414 1.960 -1.179 -0.416
H 4.146 -1.425 -0.339 0.102
H -0.423 -0.629 1.061 0.107
H -3.985 0.736 2.375 0.141
H -0.785 -0.550 -1.390 0.115
C -2.958 2.122 1.103 -0.063
H 2.430 -2.871 1.707 0.122
H 1.785 3.778 -0.195 0.079
S -3.867 -1.832 -1.405 1.034
H -5.597 2.522 1.877 0.077
C -3.847 -0.082 0.447 -0.373
H 2.535 4.036 -1.771 0.075
C 3.814 1.925 -0.578 -0.068
N 1.872 -0.345 -0.484 -0.127
H 4.610 -2.964 0.439 0.115
H 0.886 3.417 -1.669 0.072
H 4.513 2.488 -1.193 0.076
C 0.191 -1.530 0.901 -0.139
N -2.809 -0.916 0.734 0.104
C 1.317 -1.015 -1.644 -0.147
H -3.007 2.500 0.083 0.084
H 0.439 1.215 -0.715 0.115
H -0.467 -2.031 -2.322 0.126
H -1.571 -3.426 0.828 0.128
H 1.971 -0.513 1.573 0.145
C -2.677 -1.870 -0.112 -0.571
H 1.524 1.350 0.674 0.131
N -0.252 -2.272 -0.267 -0.150
H -5.387 0.051 -1.117 0.064
H -1.986 1.662 1.258 0.063
C 2.552 -2.383 0.740 -0.133
H -6.233 0.990 1.273 0.081
H 2.238 -3.077 -0.037 0.109
H -3.061 2.960 1.789 0.076
H -1.720 -3.571 -0.939 0.112
C -5.446 1.730 1.147 -0.080
C -4.072 1.098 1.344 -0.378
C 1.473 1.050 -0.376 -0.178
H -5.530 2.164 0.153 0.078
C -1.566 -2.869 -0.114 -0.188
```

Properties
Charge: 0
SMILES: CC(C)CN1CCN(Cc2nc(C(C)C)cs2)C[C@H]1CCO

***

C5H3N5OS2 | wB97M-V/def2-TZVPD

Structure (XYZ):
```
16
Properties=species:S:1:pos:R:3:lowdin_charge:R:1
H -1.058 -0.238 0.542 0.070
C 0.802 0.287 -0.154 -0.415
N -1.260 -2.107 -2.972 -0.341
N -0.455 -0.263 -0.138 0.179
C 2.369 1.556 1.270 -0.277
H 3.192 1.551 0.591 0.080
C -2.421 -1.364 -1.081 -0.370
N 0.785 1.716 3.143 -0.305
O 1.602 0.248 -1.085 0.097
N 0.363 1.098 2.115 -0.063
N -0.466 -1.414 -2.208 0.020
S 2.361 2.240 2.856 0.996
H -3.017 -1.070 -0.363 0.019
C 1.161 0.921 1.049 -0.319
C -1.123 -0.947 -1.113 -0.386
S -2.836 -2.216 -2.452 1.015
```

Properties
Charge: 0
SMILES: O=C(Nc1csnn1)c1csnn1

***

C28H48CeCl2OP2 | wB97M-V/def2-TZVPD

Structure (XYZ):
```
82
Properties=species:S:1:pos:R:3:mulliken_spin:R:1
C -0.585 -2.601 0.251 -0.013
C 0.250 5.431 -1.481 0.000
H -2.306 2.203 -4.797 0.000
C 1.716 -3.536 0.011 -0.001
C -0.049 2.877 -3.009 0.000
H 0.402 -0.118 -5.931 0.000
C 2.560 0.035 -6.137 0.000
H -3.450 -1.234 -6.065 0.000
H -3.907 -1.340 -3.041 0.000
H -4.420 1.053 -4.281 0.000
H -1.319 5.388 -2.952 0.000
H -1.292 -5.003 -0.733 0.000
H 0.364 5.187 -0.415 0.000
Ce -0.578 -0.800 1.548 1.005
H -1.226 -1.458 -4.512 0.000
H 3.927 -1.648 -6.079 0.000
H -0.162 3.241 -4.048 0.000
C 1.300 0.367 -4.021 0.000
H -2.007 1.099 4.488 0.000
H -1.735 0.823 -5.749 0.000
C 2.920 -1.399 -5.718 0.000
H -0.317 -0.390 7.379 0.000
H -1.488 -1.531 -2.754 0.000
H 2.137 2.959 -3.077 0.000
C -1.099 1.269 5.084 0.002
Cl -2.586 0.203 0.330 -0.002
H -3.321 -2.646 -4.078 0.000
H 3.625 -4.526 -0.028 0.000
C 1.417 4.820 -2.266 0.000
H 1.462 2.810 -1.453 0.000
C 2.854 -1.625 -4.201 0.000
H 2.226 -2.093 -6.213 0.000
H 0.289 6.524 -1.569 0.000
C -1.789 0.444 -3.622 0.001
H 0.717 -1.719 -3.859 0.000
C 1.222 0.502 -5.539 0.000
H -4.995 -1.146 -5.231 0.000
C -1.864 -1.096 -3.691 0.000
H 1.639 -1.131 -2.467 0.000
H 2.158 0.976 -3.673 0.000
C 1.568 -1.086 -3.565 0.000
H -1.592 -2.656 -0.210 0.004
C 0.296 -3.676 -0.116 -0.001
H 2.167 0.225 5.832 0.000
H 2.654 -6.748 -0.625 0.000
C -3.307 -1.559 -3.937 0.000
H -0.556 2.143 4.702 -0.001
H 2.516 0.114 -7.230 0.000
C -3.939 -0.866 -5.153 0.000
C -1.115 4.933 -1.974 0.000
C 1.669 0.328 4.857 0.001
H 3.715 -1.131 -3.732 0.000
P -0.122 1.044 -3.078 -0.001
H 2.368 5.067 -1.782 0.000
H -1.152 2.931 -1.134 0.000
H -2.415 0.745 -2.754 0.000
C -3.803 0.662 -5.103 0.000
C -0.239 -1.085 6.538 0.000
H 2.946 -2.694 -3.981 0.000
Cl 1.540 0.357 0.643 -0.001
H 1.717 1.379 4.542 0.001
P -0.045 -0.175 5.013 0.000
C -2.346 1.108 -4.880 0.000
H -1.149 -1.701 6.491 0.000
H 2.191 -0.304 4.120 0.000
C -1.200 3.412 -2.127 0.000
C 2.006 -5.884 -0.510 -0.004
H 3.350 0.721 -5.796 0.000
H 1.449 5.276 -3.264 0.000
H 2.110 -2.545 0.260 -0.001
C 0.623 -6.017 -0.725 0.002
H 0.638 -1.730 6.696 0.000
H -2.178 3.143 -2.552 0.000
H 1.025 1.542 -5.836 0.000
H 0.200 -6.979 -1.025 0.000
O -0.448 -1.030 3.793 0.011
H -1.906 5.274 -1.298 0.000
C 1.319 3.303 -2.430 0.000
C 2.546 -4.634 -0.162 0.003
H -1.390 1.440 6.126 0.000
C -0.218 -4.926 -0.559 -0.002
H -4.181 1.109 -6.031 0.000
```

Properties
Expectation value of S²: 0.7515
Charge: -1
Multiplicity: 2

***

Electronic energy across the listed records, respectively: -1093.9679; -1304.0588; -1337.6482; -3249.3110 Eh.